Record 1
Formula: C3H9NO
Source: the OMol25 dataset
Level of theory: ωB97M-V/def2-TZVPD

Structure (ORCA input):
```
! RIJCOSX wB97M-V def2-TZVPD def2/J DEFGRID3
* xyz 0 1
C -0.2590 -1.5941 1.2237
N 0.3454 -1.5394 -0.2441
C 0.6441 -0.1049 -0.5233
O -0.4756 0.7832 -0.0495
C -0.4044 2.2020 -0.4925
H 0.5430 -1.5251 1.9390
H -1.0039 -0.8374 1.3122
H -0.6790 -2.5700 1.2706
H 1.2953 -1.8366 -0.2649
H 1.5336 0.2639 -0.0179
H 0.8450 0.1727 -1.5834
H -1.2211 2.5700 -1.0050
H 0.3441 2.5278 -1.2480
H -0.1539 2.7271 0.4552
*
```

Its energy above the lowest of the compared OMol25 structures with the same formula, charge and spin is 2.778 eV. As for the SMILES: CNCOC. The value obtained for the frontier orbital gap is 10.17 eV.

Atom charges from the Mulliken analysis, given in e for atoms 1 to 6: -0.719 -0.497 -0.329 -0.371 -0.790 0.274

***

Record 2
Formula: C4H12IO4
Source: the OMol25 dataset
Level of theory: ωB97M-V/def2-TZVPD

Structure (ORCA input):
```
! RIJCOSX wB97M-V def2-TZVPD def2/J DEFGRID3
* xyz 0 2
I -1.0055 0.6352 2.3530
C 2.9505 -2.9673 0.1730
C 2.3470 -1.7036 0.7329
O 1.8184 -1.8961 2.0341
O 3.9772 -3.1312 0.9684
H 3.2560 -3.0167 -0.8722
H 2.2452 -3.7845 0.3244
H 1.4543 -1.5711 0.1217
H 2.9032 -0.8050 0.4660
H 1.0310 -1.3618 2.1614
H 3.6738 -2.6540 1.7442
C -1.7813 2.4793 -1.4034
C -3.1053 2.6970 -0.6687
O -3.6274 1.4043 -0.3338
O -1.8710 1.9261 -2.6372
H -1.2268 1.8150 -0.7407
H -1.1867 3.3874 -1.5035
H -3.7225 3.4220 -1.1994
H -3.0473 3.1639 0.3145
H -3.1438 0.9636 0.3687
H -1.9391 0.9975 -2.4034
*
```

The value obtained for the frontier orbital gap (alpha / beta) is 10.21 / 5.63 eV.

Atom charges from the Mulliken analysis, given in e for atoms 1 to 6: 0.036 -0.319 -0.438 -0.483 -0.496 0.300

***

Record 3
Formula: CH10ClNiO8
Source: the OMol25 dataset
Level of theory: ωB97M-V/def2-TZVPD

Structure (ORCA input):
```
! RIJCOSX wB97M-V def2-TZVPD def2/J DEFGRID3
* xyz -1 3
Ni -0.5638 -0.7750 -0.2682
C 0.2354 1.8144 -2.0339
O -0.2260 2.9882 -2.1776
O -0.0309 0.9637 -1.1388
O 1.0834 1.5940 -2.9808
Cl -1.1698 -2.2537 -2.1020
O -0.8227 -2.3886 1.0927
H -0.2974 -3.2071 1.0824
H -1.2310 -2.3420 1.9843
O -0.0260 0.2954 1.7262
H 0.7830 0.4936 2.2187
H -0.7564 0.6458 2.2636
O -2.3611 -0.0305 0.1907
H -2.7155 0.7950 -0.1769
H -2.9828 -0.3112 0.8906
O 2.2585 1.8792 0.3357
H 1.9220 2.7811 0.3385
H 1.5425 1.3570 -0.0940
O 1.4299 -1.2980 -0.3195
H 1.9664 -1.8240 0.2882
H 1.9625 -1.1775 -1.1198
*
```

Its energy above the lowest of the compared OMol25 structures with the same formula, charge and spin is 0.974 eV. The value obtained for the frontier orbital gap (alpha / beta) is 2.81 / 2.77 eV.

Atom charges from the Mulliken analysis, given in e for atoms 1 to 6: 0.664 0.434 -0.758 -0.464 -0.798 -0.623

***

Record 4
Formula: C22H24N5O2SV
Source: the OMol25 dataset
Level of theory: ωB97M-V/def2-TZVPD

Structure (ORCA input):
```
! RIJCOSX wB97M-V def2-TZVPD def2/J DEFGRID3
* xyz 1 4
V -0.7114 -0.6734 -0.4999
N 3.4152 7.5973 3.8440
C 2.9981 6.6681 3.3189
C 2.4841 5.5070 2.6878
C 2.6173 4.2661 3.3134
C 2.0730 3.1376 2.7314
C 1.4010 3.2266 1.5129
C 1.2996 4.4632 0.8769
C 1.8228 5.5999 1.4624
C 0.7693 2.0335 0.9002
C -0.3792 1.5140 1.5043
C -1.0261 1.9875 2.6737
C -2.1018 1.1540 2.8993
C -2.0896 0.2108 1.8653
N -1.0749 0.4194 1.0269
C 1.3403 1.4722 -0.2456
C 2.5498 1.8445 -0.8833
C 2.7455 0.9612 -1.9265
C 1.6571 0.0824 -1.9066
N 0.8169 0.3779 -0.9143
H 3.1462 4.2025 4.2533
H 2.1809 2.1797 3.2194
H 0.7882 4.5302 -0.0721
H 1.7203 6.5588 0.9757
H -0.7267 2.8343 3.2588
H -2.8086 1.2038 3.7051
H -2.7975 -0.5897 1.7109
H 3.1952 2.6413 -0.5723
H 3.5683 0.9350 -2.6168
H 1.4537 -0.7364 -2.5816
C 1.4195 -3.8219 -3.3470
S -0.3780 -3.4975 -3.1430
C -0.6199 -2.7770 -4.8082
O -0.4939 -2.3524 -2.2009
H 1.5287 -4.6685 -4.0173
H 1.8402 -4.0706 -2.3766
H 1.9248 -2.9512 -3.7535
H -0.5255 -3.5692 -5.5422
H 0.1111 -1.9963 -4.9880
H -1.6193 -2.3566 -4.8477
C -2.4600 -4.9341 1.5888
N -2.0306 -3.7165 0.9349
C -2.8223 -3.2618 -0.1863
C -0.8615 -3.1493 1.2406
O -0.3641 -2.1768 0.6836
H -3.5451 -5.0173 1.5388
H -2.1625 -4.9228 2.6359
H -2.0236 -5.8121 1.1038
H -3.8794 -3.3413 0.0642
H -2.6205 -3.8736 -1.0700
H -2.5867 -2.2124 -0.4187
H -0.3313 -3.6222 2.0828
N -2.7170 0.7882 -2.2423
C -1.8183 0.3450 -1.6322
H -3.2919 1.3588 -2.8216
*
```

Its energy above the lowest of the compared OMol25 structures with the same formula, charge and spin is 1.195 eV. The value obtained for the frontier orbital gap (alpha / beta) is 6.67 / 6.79 eV.

Atom charges from the Mulliken analysis, given in e for atoms 1 to 6: 0.409 -0.489 -0.076 0.555 -0.880 -0.155